## P
DFT (ωB97M-V/def2-TZVPD) results for a molecular structure, C3H3N5.

Results
Total charge: 0
Kohn-Sham gap (eV): 8.489
Multiplicity: 1

The geometry in XYZ format:
```
11
C3H3N5 ωB97M-V/def2-TZVPD
N -0.139 -1.910 -0.583
N 1.287 1.117 -1.363
N 0.040 -1.457 0.762
H -0.564 -0.249 2.584
C 0.343 0.315 -1.250
H 2.331 0.469 -1.288
C -1.005 0.614 0.648
N 0.312 -1.106 -1.522
N -0.770 0.897 -0.599
C -0.393 -0.466 1.380
H -1.441 1.777 1.230
```

## Q
DFT (ωB97M-V/def2-TZVPD) results for a single C3H3N5 molecule.

Results
Total charge: 0
SMILES: N#CCn1cnnn1
Kohn-Sham gap (eV): 10.869
Multiplicity: 1

The geometry in XYZ format:
```
11
C3H3N5 ωB97M-V/def2-TZVPD
C 0.990 1.100 0.236
N 2.423 -0.360 -0.636
C -2.030 0.171 -0.200
H -0.994 -1.743 -0.334
N 2.247 0.944 -0.245
H -0.988 -1.194 1.442
C -0.882 -0.709 0.259
H 0.719 2.277 0.390
N 0.327 -0.101 0.032
N 1.309 -0.939 -0.300
N -3.120 0.554 -0.645
```

## R
DFT (ωB97M-V/def2-TZVPD) results for a single C3H3N5 molecule.

Results
Total charge: 0
SMILES: c1[nH][nH]c2nnnc1-2
Kohn-Sham gap (eV): 8.296
Multiplicity: 1

The geometry in XYZ format:
```
11
C3H3N5 ωB97M-V/def2-TZVPD
N -0.750 2.074 1.245
C 0.317 -1.137 0.587
C -0.268 -0.020 1.004
H 0.162 -2.118 -1.334
N -0.327 1.044 1.924
N -0.716 2.087 -0.063
N -0.095 -0.122 -1.342
C -0.510 0.695 -0.236
H 0.835 -1.949 0.985
H 0.697 0.674 -1.935
N 0.655 -1.230 -0.834
```

Energies, relative to the best one, in eV: P 2.717; Q 0.000; R 1.479.

## P
DFT (ωB97M-V/def2-TZVPD) results for 2 unconnected molecules or ions with the total composition C4H15N2.

Results
Total charge: +1
Kohn-Sham gap (eV): 9.333
Multiplicity: 1

The geometry in XYZ format:
```
21
C4H15N2 ωB97M-V/def2-TZVPD
H 2.708 -0.258 -1.650
H -2.891 -0.285 2.015
H 2.190 2.195 -2.331
H 1.312 -1.201 0.037
H -1.810 -0.455 -0.195
N -2.012 -0.778 1.905
H -1.232 -2.067 0.452
H -0.957 1.045 1.517
H 0.319 0.063 0.100
H 1.122 0.982 -3.004
H 0.596 1.973 -1.615
C 2.042 0.432 -1.135
C 1.438 1.454 -2.074
H 0.020 -0.376 1.946
N 0.960 -0.432 -0.538
H -2.939 -1.703 0.248
H 2.595 0.862 -0.304
H 0.332 -0.788 -1.262
H -0.896 0.465 3.198
C -0.918 0.146 2.161
C -1.980 -1.273 0.528
```

## Q
DFT (ωB97M-V/def2-TZVPD) results for 2 unconnected molecules or ions with the total composition C4H15N2.

Results
Total charge: +1
Kohn-Sham gap (eV): 10.143
Multiplicity: 1

The geometry in XYZ format:
```
21
C4H15N2 ωB97M-V/def2-TZVPD
C -1.128 1.389 -0.482
H -2.170 -0.450 -0.870
H 2.876 -0.898 1.832
N -3.277 0.699 0.468
H 2.855 0.264 0.477
H 1.353 -0.247 1.303
H -1.617 2.010 -1.229
H -3.904 -0.082 0.601
C -2.009 0.222 -0.020
C 2.191 -1.781 -0.025
H -3.178 1.148 1.369
H -0.066 0.205 -1.834
H 0.605 0.228 -0.366
H 0.802 1.527 -1.374
H 1.307 -2.365 0.220
H 2.065 -1.409 -1.046
C 2.339 -0.571 0.947
H -0.862 2.021 0.365
H 3.091 -2.382 0.023
N 0.128 0.835 -1.051
H -1.400 -0.363 0.693
```

Energies, relative to the best one, in eV: P 0.313; Q 0.000.

## P
DFT (ωB97M-V/def2-TZVPD) results for 2 unconnected molecules or ions with the total composition C5H13NOS.

Results
Total charge: 0
SMILES: CCC(N)=O.CSC
Kohn-Sham gap (eV): 9.230
Multiplicity: 1

The geometry in XYZ format:
```
21
C5H13NOS ωB97M-V/def2-TZVPD
H 0.331 -4.078 1.200
H -0.719 1.137 0.657
O -1.004 1.339 -1.885
S -0.750 -1.790 1.406
H -2.027 -1.330 -0.638
H 0.872 0.630 0.597
H 0.772 3.073 1.585
H 1.473 3.243 0.059
H 2.130 1.488 -1.712
C 0.577 -3.018 1.265
H 1.073 1.721 -3.023
C 0.229 1.401 0.186
H -0.136 3.585 0.194
H 1.176 -2.738 2.127
C 0.578 2.825 0.541
H -1.987 -3.151 -0.271
N 1.198 1.351 -2.088
H 1.102 -2.881 0.313
C -2.031 -2.132 0.091
C 0.073 1.352 -1.301
H -2.933 -2.028 0.698
```

## Q
DFT (ωB97M-V/def2-TZVPD) results for 2 unconnected molecules or ions with the total composition C5H13NOS.

Results
Total charge: 0
SMILES: C=C(C)O.NCCS
Kohn-Sham gap (eV): 9.618
Multiplicity: 1

The geometry in XYZ format:
```
21
C5H13NOS ωB97M-V/def2-TZVPD
H 2.016 2.036 1.066
H 0.554 2.845 1.647
C -0.735 -0.806 -0.838
O -0.546 0.896 2.836
H 1.125 -1.043 3.040
N 0.508 -1.000 -2.922
S -2.221 -0.127 -0.040
C 1.434 -0.261 2.365
H 0.151 -0.306 -0.462
C -0.796 -0.659 -2.353
H -1.228 1.076 2.171
H -1.621 -1.274 -2.734
H 0.454 1.761 0.270
C 0.643 0.777 2.167
C 0.952 1.919 1.228
H 0.515 -0.851 -3.924
H 0.698 -1.985 -2.778
H 2.386 -0.261 1.858
H -1.036 0.377 -2.588
H -0.631 -1.854 -0.556
H -2.622 -1.259 0.547
```

Energies, relative to the best one, in eV: P 0.000; Q 0.665.

## P
DFT (ωB97M-V/def2-TZVPD) results for a gas-phase ion, C4H9N4 (charge +1).

Results
Total charge: +1
SMILES: CC1=NN=C[C@@]1(N)[NH3+]
Kohn-Sham gap (eV): 9.700
Multiplicity: 1

The geometry in XYZ format:
```
17
C4H9N4 ωB97M-V/def2-TZVPD
C 0.413 -0.228 0.613
H -1.004 0.738 -2.557
H -1.006 1.223 1.139
N 0.423 -1.639 0.454
N 1.848 1.474 -0.101
H -0.860 0.145 2.347
H 1.169 -1.898 1.057
H -1.965 -0.001 -1.350
C 0.040 0.388 -0.850
H 2.106 0.611 1.894
H -1.678 -0.212 0.931
N -0.886 0.267 1.318
N 0.961 1.243 -1.137
H 0.663 -1.941 -0.489
C -1.040 0.087 -1.814
H -0.792 -0.971 -2.354
C 1.607 0.714 0.899
```

## Q
DFT (ωB97M-V/def2-TZVPD) results for a gas-phase ion, C4H9N4 (charge +1).

Results
Total charge: +1
SMILES: CN1CCN=NC1=[NH2+]
Kohn-Sham gap (eV): 9.458
Multiplicity: 1

The geometry in XYZ format:
```
17
C4H9N4 ωB97M-V/def2-TZVPD
N 0.007 -2.029 -1.114
H 0.029 1.181 1.812
N -1.724 -0.819 -0.517
H -2.317 1.714 1.097
C -1.568 1.313 0.305
C -0.101 1.126 0.617
H 0.931 -2.643 -1.193
H 2.258 -0.799 0.988
N -2.319 0.169 -0.156
H -0.870 -2.551 -1.348
H 2.512 -0.279 -0.708
C -0.286 -0.947 -0.492
N 0.479 -0.093 0.127
H -1.726 2.001 -0.524
H 0.602 1.864 0.145
C 1.948 -0.103 0.256
H 2.145 0.894 0.706
```

## R
DFT (ωB97M-V/def2-TZVPD) results for 2 unconnected molecules or ions with the total composition C4H9N4.

Results
Total charge: +1
Kohn-Sham gap (eV): 9.432
Multiplicity: 1

The geometry in XYZ format:
```
17
C4H9N4 ωB97M-V/def2-TZVPD
N -0.495 -0.149 1.674
C -0.606 0.069 -0.932
N 1.801 -0.231 0.221
H -0.959 -1.296 -2.475
H 1.837 -1.147 -0.253
H -0.298 -2.031 -0.962
H 2.709 -0.010 0.566
C 0.507 1.882 0.048
H 1.165 2.536 0.678
H -1.346 -0.639 1.551
C -1.015 -1.367 -1.381
H -2.094 -1.485 -1.047
N -1.069 1.196 -1.336
N -0.286 2.286 -0.870
C 0.610 0.415 0.124
H -0.593 0.708 2.249
H 0.133 -0.737 2.146
```

Energies, relative to the best one, in eV: P 0.943; Q 0.000; R 0.731.

## P
DFT (ωB97M-V/def2-TZVPD) results for a single C4H9NO molecule.

Results
Total charge: 0
Kohn-Sham gap (spin up / spin down) (eV): 5.784 / 7.702
Multiplicity: 3

The geometry in XYZ format:
```
15
C4H9NO ωB97M-V/def2-TZVPD
N 1.095 -1.724 0.586
C -0.526 1.541 0.555
C -0.622 -0.218 -1.278
H -1.103 -0.498 0.829
C -0.411 0.097 0.187
H 0.262 -2.183 0.657
H -0.056 2.036 -0.415
H 0.114 1.809 1.384
H -0.270 0.717 -1.861
H -0.269 -1.143 -1.611
H -1.694 -0.331 -1.385
H -1.442 1.991 0.588
O 1.998 0.321 0.256
C 1.027 -0.355 0.516
H 1.897 -2.060 0.991
```

## Q
DFT (ωB97M-V/def2-TZVPD) results for a single C4H9NO molecule.

Results
Total charge: 0
Kohn-Sham gap (spin up / spin down) (eV): 5.115 / 6.442
Multiplicity: 3

The geometry in XYZ format:
```
15
C4H9NO ωB97M-V/def2-TZVPD
H 1.810 1.172 0.849
H 2.391 -0.582 0.963
H -2.474 0.593 0.043
C -0.564 0.285 0.994
H 0.625 0.613 -1.969
H -2.339 -0.430 1.629
H -0.946 -0.319 -1.562
H 2.485 0.329 -0.551
C 0.148 -0.247 -1.397
N 0.515 -0.208 -0.044
C 1.914 0.199 0.305
H 0.631 -1.094 -1.874
H -1.849 -0.985 -0.060
C -1.912 -0.179 0.608
O -0.434 0.854 2.067
```

Energies, relative to the best one, in eV: P 0.000; Q 0.533.

## P
DFT (ωB97M-V/def2-TZVPD) results for a gas-phase ion, C5H10N3S (charge +1).

Results
Total charge: +1
Kohn-Sham gap (eV): 8.765
Multiplicity: 1

The geometry in XYZ format:
```
19
C5H10N3S ωB97M-V/def2-TZVPD
H -1.261 -1.360 1.299
H -0.918 1.942 -0.609
C 0.688 -2.218 -0.722
H 0.466 -2.271 -1.789
N -0.116 1.354 -0.389
H 0.807 3.817 -0.340
H 1.612 -2.757 -0.526
C -1.053 -0.304 1.153
H -1.074 -0.389 -1.018
H -0.123 -2.689 -0.168
N 1.449 3.048 -0.154
C 1.084 1.802 -0.130
N 0.833 -0.832 -0.314
S 3.507 -0.503 0.291
H 2.413 3.291 0.022
C -0.407 -0.056 -0.211
H -1.994 0.234 1.230
C 1.990 -0.354 -0.009
H -0.387 0.034 1.944
```

## Q
DFT (ωB97M-V/def2-TZVPD) results for a gas-phase ion, C5H10N3S (charge +1).

Results
Total charge: +1
SMILES: C[C@H]1NC(=[NH2+])C(=S)N1C
Kohn-Sham gap (eV): 7.680
Multiplicity: 1

The geometry in XYZ format:
```
19
C5H10N3S ωB97M-V/def2-TZVPD
N 0.555 -0.772 -0.455
H 3.283 1.932 0.489
C 0.308 -2.158 -0.350
C -0.520 0.145 -0.438
H -1.183 -0.032 -1.248
C 1.554 1.249 -0.139
C -1.518 0.129 0.726
H 2.236 3.142 -0.335
N 2.411 2.200 0.016
N 0.227 1.393 -0.420
C 1.731 -0.144 -0.059
H -0.322 2.171 -0.030
H -1.958 -0.868 0.813
H -0.993 0.331 1.618
H -2.285 0.783 0.607
H -0.648 -2.245 -0.936
S 3.130 -0.885 0.253
H 0.024 -2.482 0.577
H 1.158 -2.850 -0.697
```

Energies, relative to the best one, in eV: P 1.095; Q 0.000.